Entry 1:
ORCA calculation (wB97M-V/def2-TZVPD) on 14 unconnected molecules or ions with the total composition C33H99N15O14.

The geometry in XYZ format:
```
161
Properties=species:S:1:pos:R:3:lowdin_charge:R:1
H 15.35200 18.40977 -18.25880 0.075
O 11.92774 8.92570 -27.66092 0.002
C 17.34097 10.26094 -27.19849 -0.645
H 11.59195 3.25969 -27.09278 0.114
O 13.49971 2.87727 -27.72831 -0.079
H 14.40321 2.88144 -27.39217 0.053
O 14.18303 15.06851 -27.37435 -0.187
H 14.84238 10.45182 -18.35808 0.075
H 8.22839 12.45887 -22.65056 0.113
O 13.41943 13.46868 -17.87405 -0.203
H 16.47918 5.25530 -25.07749 0.083
O 17.84429 5.68124 -22.50944 -0.110
H 10.84923 8.19644 -20.41827 0.092
H 15.07253 3.22721 -22.18380 0.035
H 11.34780 10.10249 -18.57752 0.083
H 10.52510 9.37609 -21.74594 0.079
H 16.18136 7.74254 -23.03649 0.113
H 16.41840 2.72915 -24.35461 0.109
H 10.42131 7.26386 -24.26282 0.106
N 17.98205 10.08379 -25.98320 0.172
O 13.96607 1.55585 -21.79991 -0.182
H 15.08104 1.18413 -23.49570 0.028
H 15.58785 16.51468 -27.86590 0.087
H 18.93789 11.00922 -20.06945 0.101
N 13.79985 9.13650 -26.35895 0.184
H 16.54124 16.30354 -21.33745 0.129
H 14.13814 9.97544 -26.79029 0.076
H 16.70943 0.95445 -22.65730 0.147
H 17.28093 6.23286 -27.27105 0.071
H 18.97534 9.96981 -25.95269 0.087
C 15.35529 8.32761 -23.44815 -0.149
H 13.68055 15.47066 -24.94739 0.077
H 12.93201 7.16613 -25.20803 0.054
H 16.00826 14.28686 -26.81741 0.127
C 12.42158 3.04624 -19.93141 -0.055
H 18.34690 7.31732 -21.64677 0.062
N 18.20757 10.40094 -28.23093 0.159
H 15.98424 7.23487 -26.56365 0.058
H 12.62839 14.06301 -16.03203 0.087
H 18.53652 4.75873 -24.28694 0.100
C 15.11024 14.01502 -21.10478 -0.105
H 14.99223 12.02674 -18.62994 0.069
H 15.36714 15.20345 -29.05991 0.086
H 12.71656 1.87326 -25.43718 0.077
C 20.15650 5.52751 -23.18563 -0.073
N 9.15665 12.85022 -22.58716 0.164
H 12.93723 10.58110 -22.38728 0.057
H 14.21533 -0.16745 -22.73960 0.119
H 14.86630 5.15275 -25.76177 0.091
H 12.08976 3.40855 -24.78556 0.089
N 11.30396 12.42359 -23.30369 0.183
H 17.72167 10.50512 -29.10660 0.114
H 12.38657 3.30968 -18.86874 0.072
H 19.18124 10.46166 -28.02813 0.093
C 13.12374 11.37506 -18.99220 -0.435
N 10.71589 7.94054 -23.57652 0.170
H 10.50146 8.88433 -23.83868 0.066
H 15.38159 14.30084 -22.12295 0.064
C 15.29701 17.64666 -19.04056 -0.064
H 17.78363 2.33052 -21.20745 0.106
C 14.04286 2.96724 -21.90559 -0.218
C 16.26859 1.93130 -22.40821 -0.314
H 14.80980 6.04120 -22.58163 0.086
H 14.20386 8.78031 -25.51758 0.038
H 17.25634 3.76865 -26.56190 0.087
H 15.13884 15.01688 -24.15038 0.075
H 13.21052 6.87105 -22.32682 0.061
H 11.62566 12.59786 -17.96629 0.132
C 13.55651 14.05984 -16.61716 -0.132
H 13.33664 1.04940 -23.75104 0.095
H 18.18837 7.70510 -19.95052 0.098
N 17.74156 17.62248 -19.43932 0.029
C 14.13702 0.87974 -23.02592 -0.126
O 18.44524 9.84911 -22.24572 -0.009
H 12.79913 11.74144 -16.87080 0.128
H 14.19093 13.44148 -21.01888 0.076
N 13.75464 5.00359 -20.57789 0.044
C 18.68819 5.63572 -23.64642 -0.307
H 14.56891 3.31502 -19.84119 0.139
H 11.51151 3.49770 -20.33133 0.079
C 12.38632 10.03670 -18.90522 -0.065
C 14.43765 13.48869 -25.50877 -0.440
H 14.16018 16.42899 -28.92336 0.084
C 15.68836 2.72940 -23.53915 -0.182
H 13.49068 12.96328 -25.70606 0.131
C 10.89608 7.47285 -22.31058 -0.660
C 12.84905 2.95288 -25.43334 -0.093
H 15.38907 3.74370 -23.29530 0.089
H 14.90425 13.14762 -27.53500 0.124
H 14.28532 13.57778 -15.95004 0.088
H 12.02038 11.81640 -23.65374 0.066
H 12.44297 9.43244 -19.81080 0.043
H 12.74961 9.03853 -23.27116 0.048
H 20.43833 6.47542 -22.71482 0.065
C 13.91591 6.46589 -23.05488 -0.103
C 12.67546 8.52281 -26.76714 -0.661
H 17.74039 4.77158 -22.19356 0.066
H 13.25516 5.36606 -19.76801 0.075
O 16.29936 3.82879 -26.51173 -0.086
C 13.74317 3.54554 -20.51868 -0.378
H 13.40430 3.35423 -22.70672 0.135
H 13.58002 14.27318 -23.67565 0.047
H 13.83335 3.23748 -25.06058 0.039
H 18.46825 6.50269 -24.26985 0.113
N 18.55826 10.08380 -19.99090 0.150
H 15.55560 1.52830 -21.66461 0.110
O 15.14477 15.18292 -20.31571 -0.181
N 15.64362 10.52728 -22.37019 0.070
H 11.70440 6.72912 -26.32969 0.089
H 14.57851 8.97397 -21.49556 0.133
H 16.73674 16.22935 -18.26994 0.130
C 16.22602 6.25796 -26.97237 -0.053
C 14.76320 9.37250 -22.50254 -0.389
H 18.13314 17.40900 -20.34714 0.058
N 15.35902 12.52019 -24.95983 0.063
C 15.92534 5.10802 -26.01150 -0.311
C 16.38850 15.82597 -20.35712 -0.233
H 17.55749 18.61231 -19.38706 0.062
C 18.50185 9.31954 -21.13658 -0.670
O 16.13258 10.44677 -27.29720 -0.003
H 17.22338 15.10781 -20.35034 0.126
O 11.23228 6.32356 -22.03777 -0.013
H 9.35017 13.79226 -22.31808 0.099
C 12.61114 3.52953 -26.81934 -0.292
H 17.50514 10.12532 -25.09813 0.081
H 15.52155 11.79162 -25.64293 0.031
H 13.09600 5.33871 -21.28316 0.018
H 20.31377 4.77065 -22.41824 0.074
H 13.89307 15.09393 -16.69476 0.081
H 12.85269 9.42894 -18.12010 0.082
H 11.42391 13.40636 -23.14794 0.091
H 20.87719 5.40552 -23.99554 0.072
O 9.72107 10.82881 -23.47312 -0.001
O 14.38394 7.42054 -23.99517 -0.263
H 15.17056 12.13704 -24.04183 0.032
O 17.14519 2.82516 -21.73497 -0.050
C 14.94943 14.00560 -26.85030 -0.206
C 13.40856 9.88498 -23.08273 -0.047
H 15.89897 13.31314 -20.79813 0.081
H 14.54163 16.94833 -18.67194 0.066
C 12.65354 12.25364 -17.82551 -0.181
N 10.80989 8.48268 -21.37819 0.171
H 16.46750 10.09544 -21.95137 0.034
C 16.56096 16.79751 -19.18709 -0.422
H 12.75849 4.61202 -26.82395 0.088
N 12.43263 7.36516 -26.07192 0.153
H 13.45760 5.62264 -23.57820 0.090
C 14.85980 15.84333 -28.32895 -0.121
N 18.27361 8.00274 -20.90183 0.181
H 15.26923 11.09234 -21.60856 0.048
H 15.74307 5.99918 -27.91776 0.084
C 10.02822 11.98142 -23.15240 -0.659
H 15.71294 8.86638 -24.32967 0.107
H 14.86067 2.19181 -24.01418 0.040
H 18.42840 9.68759 -19.08149 0.085
H 12.80067 11.84440 -19.92532 0.119
C 14.19243 14.61041 -24.51208 -0.061
N 14.56312 11.18325 -19.00481 0.063
H 13.61893 10.44401 -23.99527 0.061
H 14.98827 18.16257 -19.94878 0.085
H 12.32640 1.96051 -19.98956 0.071
```

## Properties
**Total charge**: 0
**2S+1**: 1
**Total energy**: -3191.269521 hartree

=====

Entry 2:
ORCA calculation (wB97M-V/def2-TZVPD) on 17 unconnected molecules or ions with the total composition C34H102O17S17.

The geometry in XYZ format:
```
170
Properties=species:S:1:pos:R:3:lowdin_charge:R:1
O 4.50919 1.88434 -0.36079 -0.553
H 6.31795 4.92684 -1.01346 0.055
H -2.53254 4.18009 -2.50521 0.070
H 5.54298 1.60227 3.39674 0.045
C 1.27524 -2.30287 5.20678 -0.307
C -5.17442 -3.17044 -0.49451 -0.250
S -0.06355 0.72401 -4.69461 0.812
C -1.18516 -5.99013 -2.37665 -0.271
C 5.59443 4.26252 -0.60196 -0.280
S -4.30889 -0.30747 -3.32251 0.752
H -1.87210 -6.79153 -2.71730 0.071
O -4.19208 1.72110 3.26442 -0.550
C -3.44307 -1.71414 -4.04401 -0.229
C 0.66140 2.19691 -4.11617 -0.267
H -1.02703 -4.12234 0.84570 0.029
H -2.01320 0.22319 -1.63775 0.031
S 4.35509 -0.23888 -4.40619 0.819
H 3.90776 -1.19196 1.87832 0.071
H -2.24552 1.73473 5.11150 0.062
H 3.38633 -2.04199 0.31271 0.039
H -7.52765 4.12078 2.10135 0.082
S 5.20328 -6.50755 -2.82127 0.810
H -5.16005 1.40897 -4.34838 0.035
C -0.75447 3.52421 1.01127 -0.260
H -3.78081 4.77755 2.55354 0.047
S 5.32097 2.73000 -1.32937 0.813
H 5.47885 1.74413 -4.63058 0.067
H -0.87316 2.54397 1.50964 0.030
H -1.94161 6.70046 1.71455 0.059
C -2.74682 -0.46533 3.63320 -0.227
O -2.34868 -4.62621 -4.31053 -0.554
O -1.48722 5.33756 4.03855 -0.553
C 2.97472 -4.05921 6.20070 -0.258
H 5.30275 -3.43235 0.69029 0.078
C 0.75577 -0.48926 -1.30775 -0.262
O 1.15884 4.88160 -0.25864 -0.555
H 0.50545 -3.50553 -2.43728 0.046
H 7.53679 2.53661 -1.91164 0.063
H -5.98489 -3.15911 0.25744 0.081
H -0.23018 -6.42626 -2.12256 0.027
C -4.54783 0.63121 -4.71905 -0.284
O -9.71728 2.29038 2.21305 -0.566
H 2.77218 2.35414 5.87339 0.050
H -0.98984 1.39248 -0.76288 0.031
H -5.58875 -2.92881 -1.44342 0.034
H 4.01394 0.26145 -2.10393 0.018
C -7.43824 3.30367 1.35443 -0.290
H -1.61976 3.69832 0.38845 0.015
H -5.75933 -0.41257 -0.36370 0.072
H -1.59854 2.96376 4.02903 0.019
C 3.83243 -1.16403 0.74475 -0.235
C 1.72807 2.81199 1.26677 -0.280
H -3.39182 -1.11736 3.05138 0.023
H -0.63704 4.42081 1.62281 0.049
H 2.57959 0.00020 -3.10008 0.007
H -3.59265 0.96367 -5.09113 0.039
H 6.17674 0.34413 -5.40254 0.029
H 1.11878 1.36767 -6.57167 0.044
H -0.49495 2.02519 -6.53991 0.066
H 3.88607 1.26630 2.90140 0.026
H -5.57072 4.46553 -2.79785 0.063
C -0.50599 -3.45556 -2.89570 -0.290
O -1.51790 0.75445 -4.32984 -0.561
H 6.33809 0.55017 -3.57681 0.041
H 3.46236 1.57876 -3.30505 0.060
H 2.75345 2.80565 0.90187 0.019
H 0.29684 -2.10080 4.74872 0.058
C 4.50648 1.58734 3.70805 -0.254
H -2.33862 0.62319 0.14536 0.021
H 6.79074 0.98899 -1.55659 0.028
C 3.51889 0.49370 -3.05303 -0.292
O 3.55783 0.20312 -5.60626 -0.558
H 0.05925 3.01706 -4.51231 0.067
H -6.40692 3.00683 1.26691 0.030
H -0.78003 1.43585 4.24940 0.061
H -7.98526 1.89652 4.01820 0.073
O 5.56404 -1.20175 -1.26938 -0.554
H -3.38853 -2.44315 -3.25676 0.017
H 2.34450 -4.67045 2.27989 0.032
S 0.95929 -5.22799 0.44052 0.799
O -3.25488 -2.37366 1.05313 -0.535
C -2.18613 7.36822 2.54572 -0.281
C -4.02321 5.52595 3.30069 -0.256
S 0.71252 3.46870 0.00241 0.780
H 4.72790 -4.47509 -3.86663 0.054
H 2.98170 -5.12775 6.43397 0.048
S 5.54167 -1.06841 0.20948 0.788
H 5.77994 4.13730 0.48986 0.081
H -0.28920 -4.79839 2.33524 0.067
H -1.51547 -5.46917 -1.49328 0.036
H 6.23020 -2.52777 1.97382 0.070
S -0.51835 -0.76316 -0.08622 0.806
H -7.78310 3.65680 0.40267 0.029
H -1.20615 -3.18188 -2.06233 0.068
S 4.33359 0.64844 5.24890 0.840
H -1.69571 -0.74238 3.54058 0.041
H 1.62804 3.42211 2.14441 0.057
S -2.84202 1.19133 2.92292 0.792
H 4.64828 4.82715 -0.62823 0.066
H 1.76285 -6.33034 2.36249 0.067
H -7.70352 0.24156 3.27841 0.058
H -4.46228 5.20188 -1.48608 0.071
S -8.37651 1.85532 1.70283 0.798
O 4.12075 -0.76636 4.77690 -0.574
O 1.26757 -4.67031 4.34412 -0.549
H 4.74576 -4.28662 -2.07536 0.043
H -3.09987 -0.36020 4.66894 0.065
H -0.26259 0.25845 -6.89232 0.064
S -0.96653 -4.91937 -3.76922 0.833
O -3.60162 3.06662 -0.27734 -0.534
H 1.99232 1.14535 4.87803 0.083
H -3.44948 3.40028 -3.82077 0.073
C 0.10156 1.13752 -6.37722 -0.246
O 0.03878 -0.28455 1.23954 -0.551
C 6.88489 2.02802 -1.21613 -0.280
H 2.08659 -2.11948 4.50632 0.042
H 1.40818 -1.64082 6.06743 0.059
H -0.63181 -2.69514 -3.62637 0.016
H -4.31811 0.14026 0.62546 0.026
H -5.00174 0.07820 -5.49063 0.054
C 5.18281 -4.75534 -2.92945 -0.283
S -3.98243 -1.97033 -0.16246 0.729
H 0.23977 -0.50395 -2.26621 0.018
C -1.77524 1.90123 4.13852 -0.267
H -5.94890 4.38658 -1.04139 0.030
H -2.42105 2.45917 -2.72873 0.003
H 6.93726 -2.84580 0.36562 0.046
H 0.70238 2.28492 -3.00811 0.057
H 1.27062 0.45535 -1.08218 0.055
C 2.11551 -5.54352 1.70154 -0.279
H 2.87370 -6.17496 -3.28850 0.033
S -4.27727 2.90979 -1.57507 0.781
C -0.09801 -4.25150 1.38573 -0.285
H 3.02866 -3.57134 7.19077 0.067
H 3.25522 -6.19365 -1.53953 0.054
H -3.03616 8.03678 2.31739 0.069
C 3.42670 -6.69786 -2.55011 -0.257
C -1.59293 0.48016 -0.66211 -0.297
S 1.30611 -3.94417 5.64437 0.808
C 6.02972 -2.59458 0.88688 -0.282
H 2.35200 0.77887 6.59055 0.055
C -5.01386 -0.69048 0.41548 -0.247
C -7.51262 1.33589 3.17597 -0.265
S -2.56423 6.35822 3.91764 0.801
C 2.76891 1.28576 5.70665 -0.307
H 6.23131 -4.46755 -2.99959 0.056
O 1.60064 -4.24194 -0.52332 -0.568
H -3.99940 -2.02200 -4.95600 0.087
H 3.66016 -3.69386 5.42846 0.067
H -6.43554 1.51560 3.03074 0.013
H -4.56628 -4.05610 -0.48066 0.052
H 1.63872 2.22921 -4.58387 0.043
H -2.44232 -1.44828 -4.28977 0.009
O 5.82027 -6.83548 -1.48797 -0.566
H -4.77758 6.24207 2.92198 0.066
C -5.16234 4.41258 -1.79587 -0.255
H 1.33080 1.77420 1.38587 0.047
H -1.35558 7.98335 2.81011 0.041
H -4.40531 4.99823 4.17294 0.050
C -3.08061 3.29272 -2.79797 -0.267
H 7.32634 2.12096 -0.23377 0.070
C 5.79671 0.70829 -4.50778 -0.259
H 4.17273 2.66307 3.78509 0.076
H 3.29491 -0.24720 0.49752 0.029
H 2.98246 -5.67438 1.03567 0.052
H 0.36832 -3.26687 1.61480 0.074
H -5.42390 -1.21775 1.28734 0.066
H 1.49237 -1.28176 -1.33123 0.045
H 3.19528 -7.75532 -2.47199 0.048
O -5.61789 -0.86497 -2.90419 -0.532
```

## Properties
**Total charge**: 0
**2S+1**: 1
**ΔE to the lowest compared entry with this formula, charge and spin**: 0.0 kcal/mol
**Total energy**: -9404.341938 hartree

=====

| no. | F_max (Eh/bohr) | LUMO (eV) | molar mass (u) |
| --- | --- | --- | --- |
| 1 | 0.10631 | 0.3 | 930.2 |
| 2 | 0.06302 | 0.0 | 1328.3 |